(1)
Computed, not measured: a structure of composition C4H5KMgO2, with ωB97M-V/def2-TZVPD.

Each line ends with the Mulliken charge.
Element x y z (Å)
H: -1.082 0.419 -1.347  0.25
H: -1.223 -1.390 0.728  0.31
O: -2.545 0.674 0.065  -0.75
C: -0.553 -0.566 0.454  -0.29
H: 1.018 -1.984 0.099  0.31
H: 1.704 0.972 0.720  0.33
C: 0.767 -0.934 0.261  -0.23
C: 1.826 0.005 0.204  0.05
O: 2.852 -0.166 -0.496  -0.57
Mg: 4.615 0.605 -0.931  0.69
K: -5.560 0.599 0.014  0.95
C: -1.257 0.549 -0.254  -0.06
H: -0.561 1.218 0.483  0.01

Summary:
* orbital gap (alpha / beta): 6.79 / 6.06 eV
* net charge: +1
* ⟨S²⟩: 0.75
* spin multiplicity: 2

---

(2)
Computed, not measured: a structure of composition C31H48O2P2Sn, with ωB97M-V/def2-TZVPD.

Each line ends with the Mulliken charge.
Element x y z (Å)
H: -1.322 1.914 1.582  0.43
H: 6.372 3.237 -3.999  0.42
H: -1.766 -0.045 0.130  -0.32
H: -7.162 -1.852 -0.067  0.37
C: 4.423 2.502 -3.515  -0.60
H: -7.640 -2.626 -2.255  0.34
H: 1.732 -2.810 -2.089  0.16
H: 4.101 2.266 -4.526  0.44
C: 4.743 -0.168 1.576  -1.41
H: -5.853 -3.055 0.070  0.40
C: 1.441 1.773 2.695  -0.71
H: 1.479 0.667 4.461  0.28
P: -4.126 0.921 -1.276  0.62
C: 0.788 1.375 3.981  -0.90
C: -6.013 1.093 -1.388  -0.97
H: -0.092 -0.357 -0.127  -0.80
H: 0.301 -3.103 2.292  0.16
H: -7.583 -0.397 -1.541  0.52
P: -5.469 -1.598 -1.835  0.17
H: -5.579 -1.385 0.641  0.27
O: 2.247 0.754 -3.929  -0.80
C: -4.156 1.688 0.411  -0.39
H: 4.699 -0.062 2.674  0.33
H: -4.404 3.212 -2.101  0.41
C: -0.594 -0.604 3.119  -0.97
H: 5.178 -0.661 -1.115  0.39
C: -3.769 2.362 -2.378  -1.41
C: -0.586 0.721 3.841  -1.00
C: 2.563 -2.694 -0.126  0.60
H: 2.841 -2.508 4.031  0.42
C: 2.282 1.507 -2.909  0.81
H: 3.804 -1.066 -2.185  0.22
H: 2.952 2.456 -0.446  0.28
H: 2.909 -4.081 -1.716  0.37
H: -4.928 1.202 1.021  0.45
H: 2.481 2.106 2.779  0.54
H: -4.391 2.755 0.318  0.41
C: -0.789 0.029 0.647  1.34
C: 2.823 -1.836 1.990  0.96
H: 1.295 -4.159 -0.989  0.41
H: -3.192 1.554 0.910  -0.58
C: 5.646 3.088 -3.198  -0.57
H: 0.687 2.271 4.626  0.54
H: -0.538 2.027 0.011  0.54
H: -0.911 0.539 4.884  0.47
H: -6.839 0.037 -3.103  0.44
C: -6.638 -0.130 -2.034  -0.94
H: -6.425 1.219 -0.374  0.43
C: -6.071 -1.997 -0.125  -1.17
H: -6.229 2.011 -1.954  0.50
H: 1.497 2.273 0.690  -0.07
C: 3.746 2.595 -1.188  0.42
C: 0.881 1.830 1.481  -0.38
C: -6.628 -2.779 -2.649  -1.16
H: -3.982 2.056 -3.410  0.36
C: 2.620 -1.608 3.436  -1.39
C: 2.095 -3.475 -1.289  -1.43
H: 0.616 -4.270 0.992  0.34
H: 3.229 -0.785 3.828  0.39
H: -6.303 -3.801 -2.435  0.38
H: -0.545 -1.463 3.811  0.76
H: -1.046 -1.930 1.590  0.88
H: 1.524 -4.349 2.525  0.34
O: 1.210 1.591 -2.145  -0.67
C: 2.095 -2.773 1.216  0.65
H: 4.523 0.820 1.134  0.07
H: -6.629 -2.620 -3.733  0.37
C: -0.499 1.507 0.978  -0.76
H: 4.976 -2.321 -1.727  0.39
C: 5.926 3.435 -1.865  -0.58
C: 3.496 2.244 -2.521  0.48
C: 1.080 -3.676 1.780  -1.38
H: -2.709 2.623 -2.287  0.30
H: 6.892 3.876 -1.609  0.41
C: 3.614 -1.739 -0.165  0.85
C: -0.811 -0.884 1.826  -0.54
C: 4.434 -1.432 -1.359  -1.35
H: 5.221 3.303 0.204  0.45
C: 4.984 3.140 -0.852  -0.40
C: 3.767 -1.195 1.142  0.51
Sn: -0.035 0.105 -3.125  1.19
H: -1.300 1.422 3.414  0.31
H: 1.569 -1.355 3.631  -0.12
H: 5.771 -0.456 1.294  0.48

Summary:
* orbital gap (alpha / beta): 3.61 / 3.61 eV
* net charge: +2

---

(3)
Computed, not measured: a cluster of 2 separate species, C3H6BrNO in total, with ωB97M-V/def2-TZVPD.

Each line ends with the Mulliken charge.
Element x y z (Å)
H: -1.574 1.055 -0.910  0.40
C: 0.117 -1.185 -0.126  -1.09
H: -1.907 -0.003 0.512  0.37
H: 0.903 -1.695 0.503  0.40
O: 1.370 2.136 0.186  -0.29
N: 0.070 0.227 0.005  0.03
H: -0.729 -1.724 0.218  0.34
H: 0.131 -1.594 -1.047  0.43
H: -1.332 1.711 0.595  0.31
Br: 3.217 -0.682 -0.098  -0.49
C: -1.347 0.732 -0.005  -0.97
C: 1.079 1.023 0.167  0.55

Summary:
* orbital gap: 8.10 eV

---

(4)
Computed, not measured: the ion C5H10N3 with charge +1, with ωB97M-V/def2-TZVPD.

Each line ends with the Mulliken charge.
Element x y z (Å)
N: -2.817 -1.022 0.131  -0.36
C: 2.814 -0.456 -0.537  -0.81
H: -2.492 -1.997 0.153  0.28
C: -0.836 0.370 -0.872  -0.42
H: -0.956 0.175 -1.954  0.49
N: -1.913 1.236 -0.207  -0.21
H: 1.576 0.970 1.345  0.58
H: -0.195 1.166 1.350  0.32
H: -2.390 2.035 0.043  0.19
H: 2.916 -1.619 -0.698  0.26
C: -2.057 -0.009 -0.133  0.45
H: 0.686 -0.427 1.715  0.30
H: 3.638 -0.074 -1.070  0.30
H: 3.009 -0.127 0.439  0.32
C: 0.660 0.575 1.155  -1.48
C: 0.593 0.269 -0.338  0.95
H: -3.758 -0.840 0.496  0.27
N: 1.523 -0.224 -1.018  -0.44

Summary:
* orbital gap: 9.80 eV
* net charge: +1
* SMILES: C/N=C(\C)[C@@H]1NC1=[NH2+]

---

(5)
Computed, not measured: a cluster of 8 separate species, C36H96N8O10 in total, with ωB97M-V/def2-TZVPD.

Each line ends with the Mulliken charge.
Element x y z (Å)
H: -5.045 -5.727 -3.395  0.22
C: -8.051 -0.788 6.490  0.17
H: -7.968 2.658 4.450  0.32
H: 0.153 -10.893 7.947  0.24
H: -5.634 -6.193 -1.946  0.25
H: -0.592 -10.941 9.365  0.25
H: 4.359 10.579 5.852  0.23
C: 9.193 -1.236 -3.364  -0.75
H: 11.777 -0.529 -2.911  0.38
C: -0.948 -3.620 -3.349  -0.80
H: -0.471 3.806 0.020  0.41
H: 3.222 2.188 -2.800  0.33
C: 0.187 -0.911 1.521  -0.78
H: 4.986 10.343 7.511  0.28
H: 10.767 -1.325 -0.785  0.19
H: 1.551 2.281 -0.178  0.22
H: 10.003 0.375 0.851  0.51
H: -2.080 -5.608 -0.390  0.30
H: 11.855 0.670 0.513  0.19
H: 4.339 4.542 5.164  0.41
O: 1.844 3.367 -11.279  -0.31
H: -6.154 0.914 -6.354  0.32
H: 11.507 1.066 -2.500  0.42
O: 1.244 1.877 -2.212  -0.32
H: 0.400 -1.336 2.502  0.28
C: -1.344 1.577 1.063  -0.92
H: 5.713 5.387 4.938  0.35
H: -4.086 -4.532 -1.410  0.13
O: -3.039 4.297 -8.792  -0.40
H: 3.418 6.041 8.424  0.23
H: 3.161 -9.574 8.851  0.47
H: -2.423 -5.679 -3.684  0.39
O: -6.406 0.043 -4.558  -0.31
H: 0.903 -9.959 10.286  0.30
H: -1.986 0.711 1.224  0.35
H: -8.600 1.099 -0.839  0.36
C: -2.751 -4.897 -2.999  -0.77
N: -0.016 2.840 -8.560  -0.36
C: 2.142 -9.881 8.618  -1.01
H: 0.416 3.015 -7.665  0.27
C: -6.601 -1.153 6.056  -1.27
C: -8.518 0.585 5.840  -0.55
H: 2.345 -10.466 7.721  0.38
O: 9.707 0.064 -3.167  -0.36
H: 9.840 1.529 -0.473  0.32
H: -5.996 -0.601 -2.500  0.29
N: 12.152 0.011 -0.192  -0.67
H: -9.559 0.892 5.741  0.39
H: -6.368 -2.025 6.668  0.33
H: -5.872 -0.373 6.273  0.30
C: -3.491 4.164 -10.103  -0.71
H: 1.152 -12.409 10.958  0.33
H: -9.764 -1.611 6.348  0.26
H: 5.418 7.799 8.187  0.38
H: 2.539 3.126 -9.271  0.32
C: -1.710 4.800 -8.551  -0.64
H: -0.678 3.526 -1.750  0.31
C: 1.944 -11.941 10.373  -1.27
H: 2.781 -11.768 11.048  0.34
C: -0.321 3.111 -0.807  -0.80
H: -0.706 -4.233 -4.218  0.31
C: -6.904 1.141 -3.852  -0.70
C: 4.887 6.089 6.919  0.35
O: 0.760 0.343 1.367  -0.29
H: 2.847 1.856 -10.363  0.53
H: 2.951 -7.480 7.429  0.32
C: -0.027 1.367 1.899  -0.35
H: 0.557 2.287 1.864  0.27
O: 4.391 8.645 6.682  -0.33
H: 1.717 3.732 -1.164  0.42
C: -3.722 -5.445 -1.880  0.62
H: -3.075 5.025 -10.626  0.35
H: 5.591 5.505 7.511  0.20
H: 5.984 9.834 6.220  0.30
H: -2.835 -7.160 -0.844  0.32
H: 8.541 -1.729 -2.643  0.25
C: -5.622 0.220 -5.703  -0.78
H: 10.044 -1.899 -3.520  0.34
H: -0.733 1.093 -0.850  0.29
N: -4.794 -6.131 -2.504  -0.71
H: 1.098 1.115 -8.915  0.41
N: 0.232 -11.268 8.881  -0.73
C: 4.936 9.924 6.505  -0.69
H: 2.598 -8.610 6.208  0.31
H: -8.171 -0.769 7.573  0.40
C: -7.826 2.799 5.522  -0.74
H: -8.821 2.360 -2.159  0.34
C: 1.345 -10.714 9.636  0.61
C: 2.984 4.148 -11.601  -0.77
H: -0.871 -0.974 1.265  0.29
H: -7.611 1.770 -4.393  0.41
H: -1.464 4.896 -7.494  0.34
N: 3.686 5.534 7.593  -0.70
H: -5.752 0.565 -1.479  0.23
C: 2.578 1.377 -2.461  -0.82
H: -7.446 2.418 -1.177  0.33
H: 2.670 4.861 -12.363  0.24
H: 3.300 4.785 -10.775  0.33
H: -8.630 3.425 5.910  0.29
O: -7.703 1.591 6.309  -0.33
N: -8.825 -1.938 6.170  -0.71
H: 12.956 0.434 -0.636  0.24
C: 2.117 -8.033 6.998  -0.75
C: -8.138 1.702 -1.621  -1.34
N: -1.077 1.906 -0.361  -0.24
H: -0.343 1.244 2.935  0.40
N: -6.485 -0.043 -1.815  -0.75
H: -0.969 3.579 -10.166  0.22
C: 1.160 2.801 -1.052  -0.34
H: 8.694 -1.221 -4.333  0.28
H: 3.105 0.997 -1.587  0.30
C: 0.743 1.967 -9.495  -0.86
H: 2.337 -12.635 9.630  0.29
C: 9.812 0.470 -0.218  -1.47
O: -1.741 -4.248 -2.361  -0.25
C: 2.085 2.591 -10.105  -0.53
H: -8.201 -0.199 -2.761  0.26
H: -3.485 -6.072 0.330  0.36
C: 11.000 0.101 -2.478  -0.80
H: -0.072 -3.348 -2.761  0.24
C: -0.537 4.018 -9.267  -0.16
H: -5.465 -0.649 -6.343  0.26
C: -7.538 0.650 -2.596  0.45
H: -6.932 3.378 5.751  0.25
C: 4.752 5.513 5.438  -1.33
H: 2.864 5.693 7.029  0.27
H: -1.292 -2.661 -3.736  0.32
H: 1.442 -7.273 6.606  0.25
H: -4.578 4.185 -10.176  0.25
H: -3.089 3.287 -10.611  0.24
C: 5.331 7.585 7.122  -0.71
H: 8.871 -0.004 -0.498  0.31
H: -4.593 0.547 -5.558  0.31
H: -8.268 0.378 4.800  0.23
H: 4.117 6.114 4.786  0.35
H: 0.512 -1.615 0.755  0.29
H: 0.315 4.673 -9.450  0.21
H: -8.725 -2.076 5.175  0.28
H: 6.350 7.662 6.741  0.40
H: 3.733 3.454 -11.982  0.31
C: 10.924 -0.259 -0.947  0.62
H: 2.723 0.631 -3.243  0.29
H: 0.082 1.422 -10.169  0.34
H: -6.671 -1.295 4.977  0.37
H: -3.275 -4.181 -3.632  0.40
H: -1.682 5.843 -8.865  0.39
H: -1.964 2.389 1.444  0.39
H: -6.116 1.849 -3.597  0.32
C: -3.015 -6.103 -0.653  -1.33
O: 1.525 -8.809 8.057  -0.34

Summary:
* orbital gap: 8.71 eV
* SMILES: COC[C@H](C)N.COC[C@H](C)N.COC[C@H](C)N.COC[C@H](C)N.COC[C@H](C)N.COC[C@H](C)N.COCCNCCOC.COCCNCCOC

---

(6)
Computed, not measured: a cluster of 9 separate species, C16H50O12 in total, with ωB97M-V/def2-TZVPD.

Each line ends with the Mulliken charge.
Element x y z (Å)
H: 2.458 0.241 0.560  -0.05
H: -0.301 6.083 -0.280  0.29
H: 0.806 -2.280 4.015  0.05
C: 0.851 1.035 -4.837  -0.32
H: 3.906 3.533 -5.166  0.35
H: 3.977 3.160 -0.763  0.27
C: -1.891 -2.754 3.172  -0.23
H: -2.348 -1.915 -2.175  0.49
H: 2.283 1.329 -6.501  0.42
H: -0.144 0.875 -5.251  0.49
H: -0.580 -0.538 1.912  0.22
O: -1.844 -1.377 3.542  -0.43
O: -3.535 -4.409 2.388  -0.40
H: -0.052 1.390 -0.473  0.07
H: 3.172 -2.094 3.040  0.46
C: 3.004 -0.217 1.385  -0.73
H: 4.864 2.281 -4.311  0.24
C: 0.267 -2.890 -0.642  -0.49
H: -4.310 -0.207 -2.591  0.25
H: -3.731 -0.490 -1.095  0.02
H: 3.432 -0.693 3.967  0.33
H: -1.991 -3.316 4.100  0.31
H: -5.050 -1.626 -1.755  0.30
H: -4.080 -5.338 0.571  0.23
H: 0.757 -2.481 0.242  -0.04
C: 0.498 -1.081 -3.702  -0.31
H: 2.747 2.650 0.383  0.11
H: 1.034 1.278 6.157  0.26
H: 2.407 2.416 -2.444  0.24
O: -3.067 2.423 -0.678  -0.52
C: 1.508 -1.589 4.483  -0.42
H: -3.916 -2.345 2.653  0.37
O: 2.234 2.190 -1.527  -0.30
H: 1.576 2.840 -5.825  0.34
O: -0.736 0.727 -0.565  -0.26
H: 0.530 1.572 -3.945  0.09
H: 3.685 0.525 1.801  0.35
H: 1.113 -1.948 -3.459  0.22
C: -1.525 -0.421 2.443  -0.64
H: 3.576 -1.083 1.052  0.39
H: -1.440 0.498 3.023  0.22
O: 0.031 5.822 0.582  -0.51
H: 1.128 -2.842 -1.309  0.24
O: -3.247 -2.044 -2.484  -0.54
H: -0.393 -1.365 -4.263  0.36
H: -4.843 -3.744 0.962  0.31
H: 0.187 -0.576 -2.787  0.04
H: 0.011 -3.937 -0.481  0.33
H: -0.940 -3.000 2.698  0.15
O: 1.363 -0.327 -4.550  -0.40
H: 2.398 4.016 -0.751  0.31
H: 2.551 0.787 5.371  0.29
O: -0.837 -2.190 -1.150  -0.38
O: 2.846 2.016 -4.555  -0.21
H: -0.807 -1.289 -0.818  0.21
H: -3.494 2.779 -1.458  0.25
C: 4.056 2.463 -5.020  -0.89
H: -2.786 -2.668 1.348  0.25
H: -5.211 -5.237 1.929  0.27
C: -0.707 4.701 1.080  -0.41
H: 1.937 -0.099 6.745  0.33
C: 1.878 1.814 -5.613  -0.70
H: -1.792 4.763 1.158  0.32
H: -1.525 1.224 -0.782  0.15
H: -0.629 3.844 0.412  0.00
C: 1.635 0.427 5.839  -0.81
H: -3.417 2.942 0.045  0.25
C: -4.137 -1.058 -1.932  -0.44
C: 2.638 -1.244 3.464  -0.76
C: 2.902 3.059 -0.616  -0.55
H: 4.364 1.954 -5.933  0.32
O: 0.870 -0.412 4.923  -0.19
H: 2.038 -2.106 5.282  0.46
H: -0.330 4.244 1.995  0.32
H: -2.331 -0.373 1.711  0.41
O: 2.050 -0.583 2.380  0.08
C: -3.134 -3.026 2.316  -0.42
C: -4.464 -4.687 1.356  -0.67

Summary:
* orbital gap: 9.20 eV
* SMILES: COCCOC.COCCOC.COCCOC.CO.CO.CO.CO.O.O

---

| no. | total energy (eV) |
| --- | --- |
| 1 | -30084.5615 |
| 2 | -61411.5094 |
| 3 | -76786.3007 |
| 4 | -9807.8042 |
| 5 | -71271.8058 |
| 6 | -41965.9103 |